# 1
ORCA calculation (the ωB97M-V functional and the def2-TZVPD basis) on C22H34NO3P3Ru as an isolated structure.

The geometry in XYZ format:
```
64
C22H34NO3P3Ru (the ωB97M-V functional and the def2-TZVPD basis)
C -3.48 -3.57 -1.34
C -3.30 -2.20 -1.18
C -3.68 -1.58 0.05
C -4.15 -2.39 1.15
C -4.29 -3.79 0.94
C -3.97 -4.35 -0.28
C -4.38 -1.74 2.37
C -4.18 -0.36 2.51
C -3.73 0.37 1.35
C -3.43 1.75 1.44
C -3.62 2.41 2.66
C -4.08 1.71 3.79
C -4.35 0.36 3.72
H -3.22 -4.03 -2.30
H -4.65 -4.39 1.78
H -4.09 -5.44 -0.45
H -4.72 -2.33 3.23
H -3.41 3.49 2.71
H -4.21 2.27 4.73
H -4.69 -0.20 4.61
N -3.51 -0.26 0.19
Ru -0.08 0.24 -0.34
C -2.70 -1.32 -2.25
H -3.12 -0.31 -2.20
H -2.80 -1.78 -3.24
C -2.91 2.43 0.21
H -3.36 1.99 -0.69
H -3.06 3.51 0.27
P -0.87 -1.02 -2.00
P -1.09 2.19 -0.08
C -0.41 3.24 1.22
H 0.68 3.32 1.14
H -0.87 4.24 1.12
H -0.68 2.81 2.20
C -0.86 3.12 -1.61
H -1.26 4.12 -1.42
H 0.20 3.17 -1.86
H -1.42 2.63 -2.41
C -0.22 -2.71 -2.23
H -0.65 -3.13 -3.15
H 0.88 -2.65 -2.29
H -0.52 -3.32 -1.36
C -0.41 -0.21 -3.56
H 0.68 -0.06 -3.57
H -0.74 -0.87 -4.37
H -0.93 0.76 -3.62
H -0.97 -0.53 0.76
H 0.53 -1.15 0.15
C 2.98 -1.54 -1.18
O 2.26 -0.60 -2.05
P 2.10 0.94 -1.22
O 3.75 1.03 -1.13
C 4.42 0.82 0.13
O 2.07 2.64 -1.28
C 2.71 3.34 -0.16
H 2.59 -2.54 -1.32
H 2.84 -1.34 -0.09
H 4.04 -1.54 -1.41
H 3.73 0.62 0.98
H 5.07 -0.04 -0.04
H 5.01 1.72 0.36
H 2.62 2.75 0.77
H 3.77 3.53 -0.37
H 2.19 4.29 -0.04
```

Results
**Energy relative to the best compared isomer or geometry (same formula, charge and spin)**: 2.8484 eV
**Multiplicity**: 6
**LUMO (alpha / beta)**: -3.8 / -5.7 eV
**HOMO (alpha / beta)**: -8.2 / -11.1 eV
**Total charge**: +1

Charges obtained by natural (NBO) population analysis, quoted in units of e: -0.2233 -0.0130 0.1975 -0.0973 -0.1686 -0.1736 -0.1481 -0.0042 0.0894 0.0314 -0.2323 -0.1697 -0.1849 0.2193 0.2248 0.2318 0.2134 0.2206 0.2317 0.2242 -0.4371 -0.0750 -0.7279 0.2681 0.2442 -0.7325 0.2689 0.2405 1.1054 1.0881 -0.9682 0.2485 0.2378 0.2632 -0.9703 0.2466 0.2913 0.2409 -0.9618 0.2416 0.2560 0.2601 -0.9655 0.2685 0.2414 0.2404 0.0283 -0.0065 -0.2761 -0.8438 1.6638 -0.8419 -0.2636 -0.8637 -0.2621 0.2037 0.1934 0.2057 0.1857 0.2012 0.1999 0.1767 0.2078 0.2092



# 2
ORCA calculation (the ωB97M-V functional and the def2-TZVPD basis) on C22H35Cl2N11Rb as an isolated structure.

The geometry in XYZ format:
```
71
C22H35Cl2N11Rb (the ωB97M-V functional and the def2-TZVPD basis)
Rb 1.47 0.16 -2.07
C 3.03 -1.76 0.64
C 3.32 -0.49 1.44
N 2.70 0.73 0.89
C 3.64 1.83 0.57
C 4.78 1.48 -0.38
N 4.36 0.93 -1.67
C 5.03 -0.33 -2.05
C 4.79 -1.47 -1.06
N 3.37 -1.65 -0.76
H 3.55 -2.59 1.15
H 1.96 -1.97 0.70
H 2.97 -0.66 2.46
H 4.40 -0.35 1.53
H 2.10 1.10 1.62
H 3.05 2.64 0.13
H 4.11 2.23 1.48
H 5.36 2.40 -0.51
H 5.47 0.78 0.11
H 4.55 1.61 -2.39
H 4.64 -0.64 -3.02
H 6.11 -0.20 -2.17
H 5.23 -2.36 -1.51
H 5.34 -1.28 -0.13
H 3.01 -2.45 -1.27
Cl -0.20 2.80 -3.74
C -0.20 2.03 -5.36
Cl 0.20 0.32 -5.26
H 0.55 2.54 -5.95
H -1.19 2.14 -5.78
N -3.22 2.63 2.02
C -2.05 2.07 1.29
C -1.12 3.12 0.68
N -0.11 2.53 -0.17
H -3.89 1.78 2.26
H -3.71 3.32 1.46
H -2.94 3.09 2.89
H -2.45 1.42 0.52
H -1.52 1.44 2.00
H -0.63 3.69 1.48
H -1.71 3.83 0.09
H -0.54 1.94 -0.87
H 0.56 1.96 0.34
C -2.97 -1.96 -0.73
C -1.79 -1.46 -1.26
N -0.83 -0.94 -0.49
C -1.02 -0.93 0.82
C -2.18 -1.36 1.45
C -3.18 -1.89 0.63
C -2.28 -1.22 2.91
C -3.36 -0.90 3.62
C -4.71 -0.63 3.07
C -5.76 -1.52 3.25
C -6.99 -1.21 2.70
N -7.19 -0.08 2.01
C -6.15 0.72 1.90
N -4.93 0.51 2.40
H -3.72 -2.40 -1.39
H -1.56 -1.52 -2.32
H -0.19 -0.55 1.42
H -4.10 -2.27 1.06
H -1.36 -1.39 3.46
H -3.30 -0.88 4.71
H -5.61 -2.44 3.80
H -7.83 -1.87 2.80
H -6.31 1.65 1.36
N 4.81 -3.27 -3.77
C 3.69 -3.47 -3.99
N 2.42 -3.74 -4.26
C 1.55 -2.98 -3.67
N 0.72 -2.33 -3.17
```

Results
**Energy relative to the best compared isomer or geometry (same formula, charge and spin)**: 1.3977 eV
**LUMO**: -3.2 eV
**HOMO**: -9.3 eV
**Total charge**: +1

Charges obtained by Mulliken population analysis, quoted in units of e: 0.6668 -0.7124 -1.0925 0.0488 -0.8051 -0.8461 0.0633 -0.9616 -0.9255 0.0487 0.3815 0.2028 0.4435 0.4319 0.2464 0.3495 0.3716 0.5014 0.2111 0.2662 0.4093 0.2818 0.6041 0.3404 0.1661 -0.1256 -0.3686 -0.0592 0.3131 0.3246 0.0153 -0.3545 -0.9049 -0.1986 0.4482 0.4322 0.4101 0.2710 0.2725 0.4144 0.4697 0.0739 -0.0116 -0.9167 -0.5294 0.5789 -0.8098 0.2506 -0.0257 -0.8473 -0.7746 0.2297 -0.4781 -0.2063 -0.5426 -0.1260 -0.3385 0.4610 0.4693 0.5910 0.5632 0.4894 0.4954 0.4847 0.4192 0.3186 -0.6035 0.6046 -0.7817 0.4371 -0.5265



# 3
ORCA calculation (the ωB97M-V functional and the def2-TZVPD basis) on an isolated ion of composition C22H35FN2O4PS and charge +1.

The geometry in XYZ format:
```
66
C22H35FN2O4PS (the ωB97M-V functional and the def2-TZVPD basis)
C 0.53 -3.73 2.23
C 0.49 -3.23 3.69
O -0.81 -2.74 3.96
C -0.85 -1.67 4.89
C -1.56 -0.47 4.30
O -1.00 -0.23 3.01
C -1.21 1.13 2.57
C -1.29 1.01 1.07
C -0.04 0.67 0.48
P 1.43 0.61 1.64
N 1.72 2.10 2.10
C 0.09 0.42 -0.86
C 1.46 -0.01 -1.33
C 2.42 1.19 -1.43
C 3.92 0.84 -1.60
C 4.27 -0.65 -1.43
C 4.80 1.66 -0.60
C -1.07 0.58 -1.70
C -0.98 0.40 -3.11
C 0.23 0.14 -3.96
C 0.43 -1.40 -4.14
N -2.07 0.49 -3.85
C -3.31 0.72 -3.33
C -3.49 0.94 -2.01
C -4.96 1.13 -1.68
C -2.35 0.91 -1.12
C -2.43 1.18 0.29
S -3.91 1.73 1.13
O -3.60 2.45 2.32
O -4.82 0.66 1.29
F -4.47 2.87 0.22
H -0.44 -3.51 1.79
H 0.69 -4.81 2.16
H 1.27 -3.20 1.64
H 0.74 -4.07 4.34
H 1.27 -2.47 3.83
H 0.13 -1.41 5.29
H -1.46 -2.00 5.74
H -2.63 -0.65 4.21
H -1.35 0.39 4.95
H -0.39 1.78 2.90
H -2.09 1.47 3.09
H 2.57 0.12 1.00
H 1.14 -0.28 2.68
H 2.66 2.36 1.82
H 1.80 -0.76 -0.62
H 1.50 -0.56 -2.26
H 2.12 1.75 -2.33
H 2.23 1.89 -0.61
H 4.24 1.15 -2.59
H 3.82 -1.30 -2.18
H 5.35 -0.74 -1.37
H 3.89 -0.98 -0.46
H 5.46 2.35 -1.13
H 5.42 1.01 0.01
H 4.17 2.28 0.03
H 1.12 0.65 -3.64
H 0.04 0.52 -4.97
H -0.18 -1.91 -3.40
H 1.48 -1.69 -4.04
H 0.03 -1.72 -5.10
H -2.02 0.36 -4.85
H -4.12 0.73 -4.04
H -5.57 0.72 -2.48
H -5.18 2.19 -1.69
H -5.30 0.64 -0.78
```

Results
**LUMO**: -4.4 eV
**HOMO**: -11.2 eV
**SMILES**: CCOCCOCc1c([PH2]=N)c(CCC(C)C)c2c(CC)[nH+]cc(C)c2c1S(=O)(=O)F
**Total charge**: +1

Charges obtained by natural (NBO) population analysis, quoted in units of e: -0.6358 -0.0586 -0.5338 -0.0791 -0.0830 -0.5715 -0.1876 0.2436 -0.3517 1.2905 -1.3172 0.0963 -0.4661 -0.4036 -0.2279 -0.6026 -0.6068 -0.0508 0.3542 -0.4684 -0.6099 -0.4366 0.0295 0.0055 -0.6626 0.0420 -0.4016 2.4186 -0.8947 -0.8781 -0.4639 0.2265 0.2195 0.1919 0.1749 0.1580 0.1778 0.1898 0.1891 0.1853 0.2467 0.2496 -0.0360 -0.0030 0.3784 0.2349 0.2356 0.2052 0.2267 0.2067 0.2022 0.2314 0.1909 0.2266 0.2143 0.2004 0.2535 0.2278 0.2170 0.2372 0.2292 0.4366 0.2372 0.2299 0.2516 0.2680



# 4
ORCA calculation (the ωB97M-V functional and the def2-TZVPD basis) on C22H35HfNO4P2 as an isolated structure.

The geometry in XYZ format:
```
65
C22H35HfNO4P2 (the ωB97M-V functional and the def2-TZVPD basis)
P -0.03 4.16 0.98
P 1.19 5.08 -2.28
C 0.89 5.68 0.40
C 0.52 6.16 -1.00
H 1.97 5.48 0.48
H 0.66 6.50 1.10
H -0.57 6.29 -1.15
H 1.01 7.12 -1.21
C 2.81 5.67 -2.82
H 3.33 4.87 -3.37
H 3.42 5.97 -1.96
H 2.63 6.53 -3.48
C 0.09 5.24 -3.71
H 0.52 6.02 -4.34
H -0.91 5.55 -3.37
H 0.00 4.32 -4.31
C 0.89 4.12 2.79
H 1.19 3.13 3.30
H 0.30 4.70 3.50
H 1.85 4.60 2.57
C -1.61 5.09 1.33
H -2.17 5.27 0.41
H -1.38 6.06 1.79
H -2.25 4.55 2.02
Hf 0.01 2.00 2.11
C -0.74 0.70 -3.22
C 0.39 0.93 -3.92
C 1.46 1.97 -3.78
C 2.14 2.24 -2.42
C 1.61 3.49 -1.68
C 0.32 3.08 -0.98
C -0.96 2.91 -1.77
C -1.30 1.42 -2.01
C -2.07 1.92 2.37
H -1.31 -0.20 -3.46
H 0.61 0.23 -4.75
H 1.11 2.91 -4.21
H 2.29 1.59 -4.38
H 2.05 1.33 -1.79
H 3.23 2.40 -2.52
H 2.38 3.70 -0.90
H 0.59 2.15 -0.44
H -0.97 3.45 -2.72
H -1.79 3.36 -1.17
H -1.06 0.81 -1.14
H -2.40 1.34 -2.13
H -2.66 1.64 1.48
H -2.52 2.82 2.85
H -2.15 1.06 3.07
O 0.25 0.29 0.54
C 0.49 -0.53 1.51
O 0.77 0.04 2.65
C 0.34 -2.00 1.49
C -0.67 -2.56 2.29
C -0.98 -3.91 2.15
C -0.18 -4.72 1.31
C 0.82 -4.15 0.52
C 1.09 -2.80 0.61
N -0.45 -6.13 1.25
O -1.34 -6.58 2.00
O 0.30 -6.87 0.56
H -1.21 -1.94 3.00
H -1.79 -4.40 2.68
H 1.37 -4.81 -0.16
H 1.88 -2.32 0.04
```

Results
**Energy relative to the best compared isomer or geometry (same formula, charge and spin)**: 2.9135 eV
**LUMO (alpha / beta)**: -6.9 / -6.9 eV
**HOMO (alpha / beta)**: -13.1 / -13.1 eV
**Total charge**: +2

Charges obtained by natural (NBO) population analysis, quoted in units of e: 0.8418 1.6704 -0.7382 -0.7549 0.2349 0.2597 0.2696 0.2885 -0.9797 0.2788 0.2674 0.2663 -0.9781 0.2805 0.2703 0.2823 -1.0522 0.1637 0.3035 0.3003 -0.9184 0.2681 0.2534 0.2560 2.1963 -0.1585 -0.2175 -0.4537 -0.3803 -0.6349 -0.4318 -0.4718 -0.4546 -1.2844 0.2263 0.2293 0.1914 0.2462 0.2364 0.2235 0.2446 0.2127 0.2249 0.2112 0.2363 0.2310 0.2964 0.2668 0.2722 -0.7355 0.8342 -0.7607 -0.1764 -0.1605 -0.1843 0.1427 -0.1952 -0.1567 0.4664 -0.3381 -0.3367 0.2295 0.2726 0.2738 0.2331



# 5
ORCA calculation (the ωB97M-V functional and the def2-TZVPD basis) on C22H35IrN6O11S as an isolated structure.

The geometry in XYZ format:
```
76
C22H35IrN6O11S (the ωB97M-V functional and the def2-TZVPD basis)
Ir 0.58 -1.78 -0.83
O 1.74 -3.69 -2.00
C 1.68 -5.04 -1.56
C 2.52 -5.19 -0.29
N 2.09 -4.33 0.80
C 0.88 -4.64 1.43
C -0.51 -4.54 0.52
O -1.18 -5.53 0.56
O -0.69 -3.45 -0.05
C 3.01 -3.45 1.41
C 2.81 -1.87 1.13
O 2.92 -1.13 2.08
O 2.66 -1.58 -0.09
H 1.16 -3.59 -2.77
H 2.10 -5.70 -2.32
H 0.64 -5.33 -1.39
H 3.55 -4.95 -0.53
H 2.45 -6.24 0.01
H 0.70 -3.96 2.27
H 0.84 -5.68 1.76
H 4.02 -3.63 1.04
H 3.00 -3.54 2.50
N -1.34 -0.41 -1.42
C -1.82 -0.51 -2.79
C -2.05 0.83 -3.50
C -0.87 1.81 -3.53
C 0.23 1.53 -4.57
N 1.14 0.46 -4.22
C 2.02 0.48 -3.23
N 2.34 1.63 -2.61
N 2.61 -0.65 -2.84
C -0.86 -1.37 -3.66
O -0.97 -1.36 -4.87
O 0.07 -1.98 -3.04
H -1.97 -0.86 -0.76
H -1.23 0.56 -1.13
H -2.77 -1.07 -2.81
H -2.89 1.33 -3.02
H -2.34 0.59 -4.52
H -0.42 1.90 -2.54
H -1.29 2.79 -3.79
H 0.79 2.45 -4.74
H -0.23 1.25 -5.52
H 0.91 -0.43 -4.62
H 2.09 2.50 -3.03
H 3.13 1.64 -1.99
H 2.27 -1.54 -3.19
H 3.16 -0.70 -1.99
C -5.36 2.60 4.10
C -3.95 3.03 3.86
C -3.64 3.89 2.81
C -2.33 4.30 2.60
C -1.35 3.85 3.46
C -1.63 2.99 4.50
C -2.93 2.58 4.69
S 0.32 4.47 3.25
O 0.87 4.83 4.51
O 0.35 5.39 2.15
N 1.19 3.12 2.71
C 1.07 2.79 1.32
C 1.37 1.34 1.02
C 0.33 0.39 1.73
O -0.10 0.77 2.80
O 0.05 -0.65 1.10
H -6.06 3.12 3.45
H -5.64 2.78 5.14
H -5.46 1.53 3.93
H -4.42 4.26 2.17
H -2.07 4.99 1.81
H -0.83 2.66 5.15
H -3.17 1.91 5.51
H 1.22 2.34 3.34
H 1.76 3.45 0.77
H 0.06 3.06 0.98
H 2.33 1.02 1.45
H 1.36 1.14 -0.05
```

Results
**Multiplicity**: 2
**LUMO (alpha / beta)**: -7.5 / -7.3 eV
**HOMO (alpha / beta)**: -10.6 / -10.6 eV
**Total charge**: +1

Charges obtained by Mulliken population analysis, quoted in units of e: 3.2169 -0.4493 -0.5777 -0.7921 0.2814 -0.5290 0.4096 -0.5813 -0.6586 -0.7204 0.3674 -0.5174 -0.8130 0.2517 0.4438 0.3858 0.4030 0.3794 0.4556 0.3219 0.3906 0.4508 -0.5995 0.4798 -1.2252 -0.0122 -1.1937 -0.1586 0.6420 -0.2423 -0.3237 -0.3790 -0.6434 -0.8438 0.3832 0.1786 0.3638 0.3906 0.4692 -0.0095 0.3994 0.4376 0.4719 0.4147 0.2177 0.2485 0.1638 0.2109 -1.4260 0.8804 -0.7931 -0.3363 0.2331 -0.5078 -0.7545 1.2762 -0.7143 -0.6866 -0.3482 -0.6164 0.5489 0.4041 -0.6211 -0.7937 0.3568 0.3574 0.3067 0.3379 0.5452 0.4234 0.3996 0.3650 0.2626 0.3538 0.4377 -0.8506



# 6
ORCA calculation (the ωB97M-V functional and the def2-TZVPD basis) on C22H35MnNPS4SbSi as an isolated structure.

The geometry in XYZ format:
```
66
C22H35MnNPS4SbSi (the ωB97M-V functional and the def2-TZVPD basis)
Mn -0.69 0.33 0.87
S -4.90 1.85 -1.02
Sb -3.16 2.60 0.23
S -1.08 1.72 -0.85
S -2.62 0.81 1.93
C 5.09 -1.60 4.51
Si 4.22 -0.71 3.10
C 4.54 1.12 3.28
C 4.91 -1.35 1.49
C 2.38 -1.07 3.26
C 1.87 -1.89 4.26
C 0.50 -2.14 4.37
C -0.34 -1.55 3.47
N 0.12 -0.77 2.49
C 1.44 -0.52 2.36
S 1.77 0.47 0.97
H 6.16 -1.42 4.45
H 4.94 -2.69 4.46
H 4.74 -1.26 5.49
H 5.61 1.34 3.20
H 4.19 1.49 4.24
H 4.01 1.68 2.50
H 5.95 -1.01 1.37
H 4.33 -0.98 0.64
H 4.92 -2.44 1.46
H 2.55 -2.35 4.97
H 0.11 -2.78 5.15
H -1.42 -1.67 3.50
C -1.39 -1.36 -3.18
C -0.42 -2.15 -2.29
C 0.92 -1.40 -2.29
C -0.20 -3.55 -2.86
P -1.03 -2.14 -0.50
C -0.02 -3.50 0.22
C 1.28 -3.16 0.60
C 2.15 -4.09 1.16
C 1.73 -5.40 1.35
C 0.45 -5.76 0.98
C -0.41 -4.83 0.42
C -2.83 -2.70 -0.44
C -3.25 -3.87 -1.34
C -3.13 -2.99 1.04
C -3.69 -1.49 -0.81
H -0.91 -1.20 -4.15
H -1.63 -0.39 -2.75
H -2.31 -1.91 -3.36
H 1.28 -1.33 -3.33
H 1.69 -1.91 -1.71
H 0.81 -0.38 -1.91
H 0.16 -3.45 -3.89
H -1.11 -4.14 -2.88
H 0.56 -4.10 -2.30
H 1.62 -2.14 0.48
H 3.14 -3.78 1.45
H 2.40 -6.13 1.79
H 0.10 -6.78 1.13
H -1.41 -5.15 0.15
H -2.66 -4.78 -1.21
H -3.20 -3.59 -2.39
H -4.29 -4.11 -1.11
H -2.56 -3.83 1.45
H -4.20 -3.23 1.13
H -2.94 -2.10 1.64
H -3.63 -1.21 -1.86
H -3.45 -0.61 -0.22
H -4.74 -1.73 -0.61
```

Results
**Energy relative to the best compared isomer or geometry (same formula, charge and spin)**: 0.0000 eV
**Multiplicity**: 5
**LUMO (alpha / beta)**: 1.9 / 2.3 eV
**HOMO (alpha / beta)**: -3.8 / -4.0 eV
**Total charge**: -1

Charges obtained by natural (NBO) population analysis, quoted in units of e: 0.9151 -0.9330 0.9416 -0.7022 -0.7641 -1.1173 1.6460 -1.1169 -1.1182 -0.4864 -0.1363 -0.2923 0.0873 -0.5886 0.0789 -0.2729 0.2344 0.2304 0.2327 0.2271 0.2347 0.2637 0.2316 0.2616 0.2253 0.2070 0.2164 0.2181 -0.6255 -0.3001 -0.6169 -0.6186 0.8549 -0.3460 -0.1411 -0.2381 -0.2052 -0.2243 -0.2067 -0.3278 -0.6106 -0.6203 -0.6260 0.2020 0.2567 0.2009 0.2023 0.2091 0.2359 0.2039 0.2083 0.2135 0.2268 0.2093 0.2041 0.2055 0.2091 0.1948 0.2093 0.2091 0.2020 0.2101 0.2351 0.2202 0.2502 0.2104



no.,E_tot (eV)
1,-61435.75045
2,-65466.88283
3,-57383.69639
4,-52924.43306
5,-68508.35908
6,-123244.88636